Molecular formula: C3H10N2
Method: DFT, wB97M-V/def2-TZVPD

```
15
Properties=species:S:1:pos:R:3:nbo_charge:R:1
N -2.41 1.14 0.64 -0.633
N 1.83 -0.70 -0.27 -0.638
C -2.79 0.21 -0.12 -0.026
C 0.93 -0.95 0.84 -0.425
C 1.65 0.51 -1.10 -0.409
H -3.05 1.67 1.21 0.355
H 2.76 -0.75 0.10 0.346
H 2.55 0.54 -1.71 0.197
H 0.74 0.35 -1.67 0.196
H 0.48 -1.95 0.83 0.180
H 1.44 -0.86 1.81 0.180
H -3.72 -0.33 0.09 0.140
H 0.07 -0.28 0.84 0.198
H 1.73 1.41 -0.48 0.172
H -2.21 -0.01 -1.01 0.166
```

Summary:
Net charge: 0
HOMO level: -0.3066 Eh
Orbital gap: 9.53 eV



Molecular formula: C3H10N2
Method: DFT, wB97M-V/def2-TZVPD

```
15
Properties=species:S:1:pos:R:3:nbo_charge:R:1
N -0.06 1.00 -1.64 -0.830
N 0.88 -1.37 -1.02 -0.861
C -0.17 -0.44 -1.55 -0.067
C 0.17 0.72 2.26 -0.418
C -1.05 0.13 2.34 -0.382
H 1.35 -2.00 -1.72 0.360
H 0.32 1.84 2.31 0.199
H 1.55 -0.71 -0.68 0.346
H 0.30 1.37 -0.73 0.359
H -0.94 -0.57 -0.79 0.170
H 1.08 0.08 2.20 0.200
H -0.61 -0.90 -2.50 0.173
H 0.58 1.33 -2.39 0.352
H -1.22 -0.91 1.91 0.209
H -1.86 0.66 2.73 0.191
```

Summary:
Net charge: 0
HOMO level: -0.3411 Eh
Orbital gap: 10.43 eV



Molecular formula: C3H10N2
Method: DFT, wB97M-V/def2-TZVPD

```
15
Properties=species:S:1:pos:R:3:lowdin_spin:R:1
N -0.96 1.67 -3.39 0.002
N 1.47 -1.02 2.53 0.722
C -0.69 -0.03 1.64 0.016
C 0.51 -0.98 1.40 0.125
C -0.52 0.65 -2.76 0.000
H 1.01 -0.84 3.44 0.025
H -1.20 -0.48 2.49 0.002
H -1.20 -0.16 -2.50 0.000
H -0.42 0.99 1.89 0.002
H -0.25 2.41 -3.38 0.000
H 0.26 -2.04 1.20 0.039
H 1.76 -2.00 2.63 0.017
H -1.41 -0.10 0.80 0.002
H 0.55 0.47 -2.93 0.000
H 1.07 -0.57 0.56 0.047
```

Summary:
Net charge: +1
Spin multiplicity: 2
HOMO level (alpha / beta): -0.4536 / -0.4530 Eh
Orbital gap (alpha / beta): 8.47 / 2.72 eV



Molecular formula: C3H10N2O
Method: DFT, wB97M-V/def2-TZVPD

```
16
Properties=species:S:1:pos:R:3:nbo_charge:R:1
O 1.45 -0.80 -1.86 -0.956
N -2.14 0.19 -0.49 -0.819
N -0.12 -0.58 0.52 -0.544
C -1.28 -0.74 -0.04 0.303
C 0.17 0.82 0.82 -0.277
C 1.66 0.81 1.37 -0.602
H -0.48 1.16 1.63 0.187
H -3.04 -0.16 -0.78 0.397
H 1.32 0.00 -2.37 0.455
H 0.93 -0.64 -1.04 0.480
H -1.70 -1.77 -0.02 0.177
H 1.65 0.22 2.27 0.209
H -2.09 1.15 -0.18 0.400
H 1.89 1.85 1.64 0.194
H 0.12 1.56 0.00 0.172
H 2.45 0.41 0.71 0.224
```

Summary:
Net charge: 0
HOMO level: -0.3500 Eh
Orbital gap: 10.23 eV



Molecular formula: C3H10N2O
Method: DFT, wB97M-V/def2-TZVPD

```
16
Properties=species:S:1:pos:R:3:nbo_charge:R:1
O 2.18 -1.73 0.65 -0.713
N 0.34 -0.41 -0.03 -0.668
N -1.29 1.41 -1.75 -0.819
C -0.86 0.26 0.38 -0.225
C 1.01 -1.07 1.06 0.119
C -1.24 1.55 -0.28 -0.221
H 0.39 -1.83 1.54 0.133
H -2.18 1.94 0.11 0.176
H -0.85 0.40 1.46 0.204
H 2.67 -1.11 0.08 0.470
H -2.05 2.00 -2.11 0.353
H -1.75 -0.40 0.19 0.154
H -1.69 0.49 -1.93 0.336
H -0.48 2.30 0.00 0.182
H 1.24 -0.36 1.88 0.140
H 0.36 -1.00 -0.85 0.380
```

Summary:
Net charge: 0
HOMO level: -0.3226 Eh
Orbital gap: 9.82 eV



Molecular formula: C3H10N2O
Method: DFT, wB97M-V/def2-TZVPD

```
16
Properties=species:S:1:pos:R:3:nbo_charge:R:1
O 0.45 0.23 -4.06 -0.939
N -0.62 0.62 0.85 -0.623
N -2.03 -1.43 1.01 -0.775
C -1.09 -0.69 0.49 0.338
C 1.83 0.16 1.68 -0.638
C 0.81 1.12 0.91 -0.236
H 1.66 0.16 2.75 0.212
H 1.31 1.37 -0.07 0.201
H 2.94 0.36 1.41 0.218
H -2.61 -1.86 0.21 0.373
H -1.07 0.96 1.71 0.387
H 1.84 -0.89 1.30 0.211
H 0.33 -0.67 -4.46 0.470
H 0.60 0.02 -3.07 0.469
H -0.28 -1.25 -0.21 0.111
H 0.97 2.11 1.42 0.219
```

Summary:
Net charge: 0
HOMO level: -0.3253 Eh
Orbital gap: 9.44 eV



Molecular formula: C3H10N2O
Method: DFT, wB97M-V/def2-TZVPD

```
16
Properties=species:S:1:pos:R:3:nbo_charge:R:1
O 0.28 -0.92 -0.20 -0.634
N -2.14 -0.39 0.84 -0.869
N 2.52 -0.93 0.10 -0.820
C -2.38 -0.14 -0.59 -0.450
C 1.36 1.21 0.03 -0.721
C 1.32 -0.30 -0.05 0.680
H 1.04 1.56 1.02 0.243
H -2.85 0.12 1.38 0.353
H 2.53 -1.95 0.12 0.408
H -2.15 0.76 -0.99 0.163
H 0.64 1.62 -0.69 0.245
H -1.16 -0.31 1.01 0.380
H -3.23 -0.73 -0.99 0.190
H 2.36 1.62 -0.17 0.213
H 3.39 -0.45 0.22 0.395
H -1.55 -0.77 -1.06 0.224
```

Summary:
Net charge: 0
HOMO level: -0.3045 Eh
Orbital gap: 9.01 eV



Molecular formula: C3H10N2O
Method: DFT, wB97M-V/def2-TZVPD

```
16
Properties=species:S:1:pos:R:3:nbo_charge:R:1
O -0.55 1.65 -3.05 -0.725
N 0.33 -3.20 1.38 -0.932
N 0.65 -0.75 1.44 -0.847
C -0.27 -1.83 1.07 -0.031
C -0.57 2.23 -1.84 0.154
C -0.13 3.38 -1.36 -0.471
H 0.35 -3.36 2.38 0.342
H -0.85 1.56 -1.02 0.140
H -0.09 3.71 -0.34 0.213
H 0.86 -3.99 1.04 0.394
H 0.32 4.09 -2.06 0.185
H 0.15 0.10 1.68 0.353
H -0.55 -1.83 0.03 0.194
H 0.26 1.33 -3.46 0.503
H -1.01 -2.01 1.85 0.173
H 1.09 -1.09 2.29 0.354
```

Summary:
Net charge: 0
HOMO level: -0.3232 Eh
Orbital gap: 9.66 eV



Molecular formula: C3H10N2O
Method: DFT, wB97M-V/def2-TZVPD

```
16
Properties=species:S:1:pos:R:3:nbo_charge:R:1
O -0.61 1.75 0.72 -0.735
N -0.18 -0.71 -1.52 -0.820
N 1.04 -2.53 -2.31 -0.774
C -0.19 1.84 2.09 -0.067
C -0.29 0.47 2.80 -0.642
C 0.56 -1.35 -2.53 0.305
H -0.06 -0.36 2.14 0.218
H 0.29 -1.03 -3.54 0.174
H 0.38 -3.05 -1.74 0.352
H 0.22 -1.04 -0.65 0.373
H -0.14 0.30 -1.54 0.390
H -0.80 2.66 2.57 0.154
H -1.42 2.27 0.70 0.473
H 0.75 2.41 2.18 0.168
H 0.33 0.35 3.69 0.218
H -1.34 0.56 3.05 0.213
```

Summary:
Net charge: 0
HOMO level: -0.3160 Eh
Orbital gap: 9.27 eV



Molecular formula: C3H10N2O
Method: DFT, wB97M-V/def2-TZVPD

```
16
Properties=species:S:1:pos:R:3:nbo_charge:R:1
O -0.47 1.94 -0.51 -0.757
N -0.76 -0.53 -0.80 -0.830
N -0.29 -1.71 1.14 -0.582
C -0.18 2.49 -1.79 -0.251
C 0.08 -1.11 -0.04 0.361
C 0.66 -1.76 2.24 -0.424
H -1.11 -1.12 1.34 0.392
H 1.00 -0.78 2.56 0.193
H -1.10 2.68 -2.34 0.155
H 0.18 -2.25 3.09 0.213
H 0.44 1.81 -2.38 0.146
H -0.84 1.04 -0.73 0.478
H -0.62 -0.70 -1.78 0.377
H 0.33 3.44 -1.64 0.178
H 1.15 -1.09 -0.30 0.147
H 1.53 -2.35 1.95 0.205
```

Summary:
Net charge: 0
HOMO level: -0.3371 Eh
Orbital gap: 10.13 eV



Molecular formula: C3H10N2O
Method: DFT, wB97M-V/def2-TZVPD

```
16
Properties=species:S:1:pos:R:3:nbo_charge:R:1
O 1.04 -1.67 -1.28 -0.802
N -0.27 0.17 -1.73 -0.834
N -1.49 0.91 1.35 -0.829
C -0.08 1.13 1.11 -0.209
C 0.79 -0.11 0.48 -0.451
C 0.00 -0.69 -0.64 0.242
H 0.42 1.35 2.06 0.180
H -1.98 0.87 0.45 0.359
H -1.66 0.03 1.82 0.347
H 0.05 2.02 0.48 0.198
H 0.93 -0.84 1.28 0.201
H 1.47 -2.24 -0.62 0.460
H -0.76 -0.35 -2.45 0.370
H 1.75 0.29 0.15 0.219
H 0.66 0.37 -2.13 0.373
H -0.88 -1.25 -0.31 0.175
```

Summary:
Net charge: 0
HOMO level: -0.3321 Eh
Orbital gap: 9.92 eV



Molecular formula: C3H10N2O
Method: DFT, wB97M-V/def2-TZVPD

```
16
Properties=species:S:1:pos:R:3:nbo_charge:R:1
O 1.38 0.41 -1.41 -0.594
N 1.28 -1.50 -0.06 -0.662
N 1.07 -0.13 -0.13 -0.009
C -2.33 0.05 0.35 -0.392
C 1.84 0.55 0.88 -0.439
C -3.26 0.57 -0.42 -0.390
H -3.02 1.10 -1.32 0.190
H -1.29 0.11 0.12 0.213
H 2.23 -1.78 -0.33 0.320
H 2.92 0.39 0.77 0.157
H -2.58 -0.48 1.26 0.184
H 1.52 0.17 1.85 0.222
H 2.34 0.40 -1.56 0.429
H -4.31 0.50 -0.18 0.186
H 0.60 -1.98 -0.65 0.369
H 1.62 1.62 0.82 0.216
```

Summary:
Net charge: 0
HOMO level: -0.3523 Eh
Orbital gap: 10.49 eV



Molecular formula: C3H10N2O
Method: DFT, wB97M-V/def2-TZVPD

```
16
Properties=species:S:1:pos:R:3:nbo_charge:R:1
O -0.30 1.27 -1.17 -0.762
N -1.25 -1.98 0.65 -0.823
N -0.74 -0.34 2.43 -0.849
C -0.44 -1.65 1.79 -0.049
C 0.80 1.01 -2.08 0.125
C 1.41 2.00 -2.68 -0.432
H 0.90 2.83 -3.15 0.216
H 0.14 0.12 2.65 0.346
H -0.47 -2.44 2.54 0.177
H -2.22 -1.83 0.92 0.349
H 1.23 0.10 -1.67 0.168
H -1.11 -1.34 -0.12 0.358
H 2.46 1.92 -2.89 0.207
H -1.04 0.34 1.73 0.342
H 0.05 1.58 -0.33 0.477
H 0.58 -1.58 1.38 0.150
```

Summary:
Net charge: 0
HOMO level: -0.3473 Eh
Orbital gap: 9.94 eV



Molecular formula: C3H10N2O
Method: DFT, wB97M-V/def2-TZVPD

```
16
Properties=species:S:1:pos:R:3:nbo_charge:R:1
O -0.16 2.02 0.35 -0.746
N 0.20 -0.76 1.81 -0.810
N -0.49 0.75 -1.71 -0.830
C 0.44 -2.61 0.30 -0.545
C 0.79 -1.38 0.75 0.007
C -0.80 1.92 -0.94 0.077
H -0.65 -0.07 -1.14 0.368
H -0.19 -3.23 0.93 0.193
H 0.74 2.34 0.20 0.461
H 1.76 -1.00 0.42 0.180
H 0.52 0.14 2.13 0.390
H -0.81 -0.77 1.78 0.381
H -1.87 1.94 -0.73 0.168
H 0.50 0.75 -1.93 0.348
H -0.55 2.83 -1.49 0.153
H 0.58 -2.88 -0.73 0.206
```

Summary:
Net charge: 0
HOMO level: -0.2958 Eh
Orbital gap: 8.77 eV



Molecular formula: C3H10N2O
Method: DFT, wB97M-V/def2-TZVPD

```
16
Properties=species:S:1:pos:R:3:nbo_charge:R:1
O -0.58 -1.05 -0.02 -0.825
N 2.32 0.36 -0.90 -0.793
N 1.49 -0.46 1.10 -0.772
C -1.85 -0.50 0.35 -0.055
C -1.91 0.93 -0.14 -0.633
C 2.25 -0.59 0.05 0.343
H 1.92 1.26 -0.71 0.390
H -2.54 -1.17 -0.14 0.171
H 2.42 0.18 -1.89 0.406
H -2.74 1.45 0.33 0.204
H 2.49 -1.62 -0.23 0.190
H -1.95 0.89 -1.24 0.205
H -0.92 1.37 -0.02 0.193
H -1.99 -0.53 1.44 0.148
H 1.26 0.48 1.39 0.353
H 0.33 -1.01 0.62 0.474
```

Summary:
Net charge: 0
HOMO level: -0.3219 Eh
Orbital gap: 9.57 eV



These records have calculated total energy values of -229.7323 -229.7335 -229.3918 -305.0336 -305.0205 -304.9639 -305.0351 -304.9464 -304.9737 -304.9905 -305.0309 -304.9285 -304.9649 -305.0026 -304.9896 hartree, in the order they appear.
These records have ΔE to the lowest compared entry with this formula, charge and spin values of 202.1 198.9 266.3 107.9 142.1 290.8 103.7 336.8 265.0 221.0 114.8 383.7 288.1 189.1 223.2 kJ/mol, in the order they appear.